Entry from the Open Molecules 2025 dataset: a cluster of 2 separate species, C5H14NO2 in total (the ωB97M-V functional and the def2-TZVPD basis).

max |F|	1.9	eV/A
DFT total energy	-10996.2892	eV
total charge	-1
relative energy (zero: lowest compared OMol25 entry of this formula, charge and spin)	127.0	kJ/mol
frontier orbital gap	6.49	eV

Structure (XYZ):
```
22
Properties=species:S:1:pos:R:3:forces:R:3:mulliken_charge:R:1
O -2.74126 -0.36490 -0.14463 -0.21 -0.01 -0.31 -0.878
O -4.47559 -2.19632 0.38609 -1.65 0.50 0.25 -0.704
N 0.79719 0.52946 -0.14333 -1.04 -0.69 0.78 -0.204
C 3.26525 0.67350 -0.27194 1.17 0.34 0.04 -1.132
C 2.02739 -0.22284 -0.24889 0.44 -0.02 -0.62 -0.362
C -0.35050 -0.29640 -0.64278 0.35 1.15 -1.20 -0.588
C -1.78257 0.41944 -0.67859 0.32 -1.13 1.51 -0.455
C 0.49606 0.76432 1.27542 -0.20 0.95 -0.21 -1.079
H -1.72836 1.33941 -0.05128 0.37 0.40 -0.78 0.181
H -1.90079 0.65333 -1.76099 -0.24 0.42 0.15 0.179
H 1.24819 1.38730 1.76705 0.20 -0.10 -0.11 0.314
H 4.08263 0.24345 0.31941 -0.16 0.10 0.20 0.282
H 2.11883 -0.97058 0.55685 -0.03 0.08 0.09 0.330
H -3.96174 -1.37402 0.19812 1.14 -0.08 -0.32 0.496
H 0.32924 -0.13799 1.87761 0.20 -0.30 -0.20 0.357
H -0.31921 -1.27158 -0.14911 -0.60 -0.04 0.26 0.348
H -5.36550 -1.79416 0.46359 0.55 -0.68 0.01 0.260
H 2.01408 -0.81402 -1.17061 -0.15 0.12 -0.01 0.404
H 3.09836 1.69704 0.06732 -0.36 -0.18 0.44 0.337
H -0.43682 1.32572 1.30298 0.03 -0.01 0.20 0.339
H -0.16967 -0.44708 -1.71331 0.45 -0.38 0.08 0.262
H 3.75480 0.85693 -1.23898 -0.59 -0.44 -0.25 0.311
```
Forces are in eV/Å.


Entry from the Open Molecules 2025 dataset: a cluster of 2 separate species, C5H14NO2 in total (the ωB97M-V functional and the def2-TZVPD basis).

max |F|	4.5	eV/A
DFT total energy	-10994.4824	eV
total charge	-1
relative energy (zero: lowest compared OMol25 entry of this formula, charge and spin)	301.4	kJ/mol
frontier orbital gap	6.00	eV

Structure (XYZ):
```
22
Properties=species:S:1:pos:R:3:forces:R:3:mulliken_charge:R:1
O 0.26791 -1.96351 2.21909 -2.03 -1.51 1.85 -0.675
O 2.61350 0.62108 2.01478 0.38 -0.48 0.45 -0.893
N -0.20450 -0.12116 -0.25329 -1.50 0.78 -1.79 0.236
C 1.15688 -0.13143 0.29638 -0.50 1.00 0.46 -0.871
C -0.26306 0.33915 -1.66384 0.65 1.18 0.84 -0.626
C 1.38238 0.80474 1.51601 1.61 1.09 -0.72 -0.589
C -1.39802 -0.32691 -2.48702 4.21 0.33 -1.61 -1.110
C -1.32631 0.47256 0.62817 1.95 -1.31 -2.09 -1.009
H -1.32856 1.56248 0.67554 0.45 0.13 0.32 0.269
H 1.47850 -1.12386 0.59902 0.28 0.01 -0.31 0.321
H 0.61270 0.75914 2.31361 -0.43 -0.16 -0.35 0.257
H -2.30271 0.21051 0.17260 0.47 -0.40 0.58 0.308
H 0.83499 -1.38378 2.73355 0.82 0.21 -1.34 0.351
H 0.36043 -2.14659 1.28979 0.86 0.83 0.05 0.350
H -1.76258 0.45839 -3.12482 -1.37 0.07 0.06 0.262
H -0.77801 -0.93717 -3.23647 -1.42 -0.03 1.08 0.199
H -1.98347 -0.90122 -1.81575 -1.02 -0.37 0.03 0.469
H -0.97678 -0.06451 1.50159 -1.45 0.44 0.85 0.383
H 1.82117 0.21232 -0.50310 0.18 -0.05 0.39 0.294
H 0.73162 0.35824 -2.14774 -0.18 -1.68 0.19 0.447
H 1.31640 1.85478 1.04965 -0.61 -0.34 0.31 0.227
H -0.25246 1.44675 -1.77776 -1.32 0.25 0.75 0.399
```
Forces are in eV/Å.


Entry from the Open Molecules 2025 dataset: a cluster of 2 separate species, C5H14NO2 in total (the ωB97M-V functional and the def2-TZVPD basis).

max |F|	1.6	eV/A
DFT total energy	-10997.2494	eV
total charge	-1
relative energy (zero: lowest compared OMol25 entry of this formula, charge and spin)	34.4	kJ/mol
frontier orbital gap	7.44	eV

Structure (XYZ):
```
22
Properties=species:S:1:pos:R:3:forces:R:3:mulliken_charge:R:1
O -2.96311 1.65038 -0.31800 0.25 -0.33 0.50 -0.802
O -1.41140 -0.28236 -0.68643 -0.11 0.01 0.64 -0.891
N 0.94118 0.86328 0.11924 0.66 0.28 -0.23 -0.359
C 1.17194 -0.85051 1.89435 -0.89 0.95 0.09 -1.583
C 1.90280 0.19439 -0.73682 -0.32 -0.05 -0.50 -0.663
C -0.99898 -0.73660 0.54764 0.67 1.06 -0.96 -0.982
C 1.37124 -0.84648 -1.72916 0.76 -0.85 -0.04 -0.880
C 0.22478 0.09310 1.12948 0.06 -0.33 -0.13 0.482
H -2.30832 0.78585 -0.38502 -0.21 0.42 -0.51 0.457
H -0.12057 0.87150 1.81871 -0.31 -0.25 0.13 0.347
H -1.80981 -0.62227 1.28713 0.03 -0.61 0.30 0.351
H 0.56912 -1.40089 2.61970 0.04 -0.20 -0.06 0.420
H -0.60339 -1.76820 0.46652 -0.44 -0.27 0.31 0.413
H -3.22182 1.77930 -1.22802 -0.07 0.01 -0.28 0.239
H 2.22832 -1.24815 -2.29820 0.00 0.16 0.03 0.401
H 0.97604 -1.71165 -1.19095 -0.33 0.15 -0.09 0.187
H 2.66781 -0.29778 -0.13439 0.07 0.12 0.10 0.300
H 2.41824 0.96563 -1.32191 0.02 0.07 0.14 0.344
H 0.26109 1.30207 -0.49384 -0.32 -0.18 0.19 0.288
H 1.62402 -1.53933 1.18605 0.27 -0.16 0.24 0.351
H 0.63975 -0.51357 -2.45911 -0.21 0.27 0.32 0.246
H 1.88508 -0.25027 2.46507 0.38 -0.27 -0.20 0.332
```
Forces are in eV/Å.


Entry from the Open Molecules 2025 dataset: a cluster of 2 separate species, C5H14NO2 in total (the ωB97M-V functional and the def2-TZVPD basis).

max |F|	4.2	eV/A
DFT total energy	-10989.4985	eV
total charge	+1
relative energy (zero: lowest compared OMol25 entry of this formula, charge and spin)	222.5	kJ/mol
frontier orbital gap	9.88	eV

Structure (XYZ):
```
22
Properties=species:S:1:pos:R:3:forces:R:3:mulliken_charge:R:1
O 1.95400 2.09066 0.63046 -0.47 0.20 -0.64 -0.644
O 0.69676 -1.08542 1.40373 0.26 -0.10 0.14 -0.469
N -0.34135 2.60726 -0.67793 0.34 0.48 0.52 -0.154
C 0.28334 -2.36912 0.99590 -1.18 -0.85 -2.02 -0.620
C -0.28124 0.17164 -0.82492 0.26 -1.80 0.57 0.041
C -0.95966 -1.15171 -1.04063 -2.08 -0.53 -0.74 -0.686
C -0.96870 1.28969 -0.90292 0.48 0.40 -0.26 -0.411
C -0.98637 -2.27573 0.00185 2.02 0.61 3.64 -0.585
H 0.74610 0.00021 -0.54337 0.25 1.07 0.04 0.237
H -1.98683 1.36672 -1.24938 -0.14 -0.09 0.20 0.380
H -2.01841 -0.87409 -1.15082 0.06 -0.32 -0.37 0.258
H 1.03927 -2.95691 0.47154 0.64 0.52 0.22 0.280
H 2.06584 2.24405 1.56517 0.52 -0.14 0.36 0.299
H 0.51677 -1.02533 2.34065 0.09 0.18 0.25 0.296
H -1.68082 -2.09124 0.82654 -0.91 0.34 -0.82 0.236
H 0.57065 2.56152 -0.13704 -0.23 -0.54 -0.34 0.244
H -0.68802 -1.61319 -1.99390 0.36 0.36 -0.07 0.365
H -0.14854 3.10510 -1.54241 -0.02 0.03 -0.30 0.398
H 2.73818 1.70835 0.22312 0.13 0.04 0.44 0.298
H -0.94367 3.22275 -0.12778 -0.18 -0.12 -0.08 0.414
H -1.13390 -3.31016 -0.29095 -0.26 0.22 -0.87 0.382
H -0.04373 -2.98289 1.83257 0.06 0.03 0.15 0.443
```
Forces are in eV/Å.


Entry from the Open Molecules 2025 dataset: the ion C5H14NO2 with charge +1 (the ωB97M-V functional and the def2-TZVPD basis).

max |F|	2.2	eV/A
DFT total energy	-10990.2549	eV
total charge	+1
relative energy (zero: lowest compared OMol25 entry of this formula, charge and spin)	149.5	kJ/mol
SMILES string	[NH3+][C@@H](CO)CCCO
frontier orbital gap	11.52	eV

Structure (XYZ):
```
22
Properties=species:S:1:pos:R:3:forces:R:3:mulliken_charge:R:1
O 0.01131 1.96428 -1.68720 -0.11 -1.43 -0.04 -0.573
O -0.43343 -2.97005 0.01752 -0.22 1.09 0.03 -0.508
N 0.63116 -0.84911 -0.93562 0.85 0.42 0.62 -0.231
C 0.28021 1.94572 0.69420 0.70 0.26 0.16 -0.616
C 0.34437 0.45608 1.15507 0.21 0.03 0.12 -0.920
C -0.18600 -0.70950 0.33724 -0.61 0.24 0.06 0.319
C -0.15554 -2.03557 1.07339 0.55 -1.25 -0.23 -0.827
C -0.64444 2.36269 -0.42706 1.30 0.66 -1.65 -0.530
H 1.26642 2.29700 0.37359 0.04 -0.34 -0.09 0.319
H -1.20314 -0.63153 -0.05504 -0.02 0.46 0.25 0.345
H 0.93777 0.09274 -1.22942 -0.64 0.02 -0.47 0.276
H 0.15091 2.53843 1.60194 -0.52 -0.02 -0.08 0.432
H -0.70451 3.43918 -0.57790 -0.39 0.10 1.00 0.389
H 0.39179 2.65803 -2.25090 -0.53 0.06 0.81 0.302
H -0.13468 0.44264 2.13491 -0.01 -0.42 -0.05 0.448
H -0.24932 -3.84781 0.30407 0.11 -1.13 0.35 0.314
H -0.84172 -2.14453 1.91784 -0.53 0.56 -0.40 0.389
H 1.38970 0.14880 1.31048 -0.06 0.49 0.33 0.281
H 0.79753 -2.31069 1.55332 0.27 0.56 -0.44 0.396
H 0.09290 -1.33625 -1.63809 -0.14 0.00 -0.41 0.366
H 1.48390 -1.38976 -0.79119 -0.04 -0.21 0.18 0.369
H -1.63532 1.93009 -0.40257 -0.19 -0.14 -0.07 0.260
```
Forces are in eV/Å.


Entry from the Open Molecules 2025 dataset: an isolated molecule of C5H14NO2P (the ωB97M-V functional and the def2-TZVPD basis).

max |F|	4.8	eV/A
DFT total energy	-20284.9891	eV
total charge	0
relative energy (zero: lowest compared OMol25 entry of this formula, charge and spin)	100.9	kJ/mol
SMILES string	C[C@H](CO)CN[P@H](C)=O
frontier orbital gap	10.02	eV

Structure (XYZ):
```
23
Properties=species:S:1:pos:R:3:forces:R:3:mulliken_charge:R:1
P -1.30833 0.06287 1.72794 3.30 2.44 -0.37 0.651
O -0.77676 -0.50260 -2.30614 0.44 0.13 -0.31 -0.532
O -0.20915 -0.30589 2.67261 -0.80 0.59 -0.30 -0.654
N -0.72895 0.96459 0.17574 -2.64 -2.79 2.90 -0.464
C 1.07885 -0.70658 -0.55553 -0.61 0.98 -2.21 0.580
C 0.66762 0.77689 -0.28815 -0.55 0.69 -0.12 -0.638
C 2.61839 -0.77212 -0.61712 -1.83 -1.75 -0.78 -1.575
C 0.41700 -1.17905 -1.91879 1.32 0.25 -0.69 -0.585
C -2.72360 1.12882 2.38473 1.06 -2.18 -1.27 -0.903
H 2.94520 -1.73556 -0.23642 0.19 -0.29 -0.50 0.375
H 0.77398 -1.40987 0.18730 -0.58 0.05 0.97 0.250
H -2.68133 1.85798 1.58935 -1.13 0.56 -0.04 0.282
H 0.18948 -2.23440 -1.91722 0.11 -0.60 0.38 0.318
H -2.37153 1.58008 3.30851 -0.29 -0.26 0.14 0.309
H 2.93054 -0.57916 -1.62691 0.55 0.00 -0.33 0.354
H -3.63674 0.44970 2.41842 1.03 1.40 0.09 0.358
H -1.39060 -0.40359 -1.56577 0.45 0.01 0.09 0.305
H 1.21031 -1.08938 -2.77180 -1.59 0.35 1.28 0.246
H -1.20060 1.82840 0.38351 1.11 1.04 -0.99 0.256
H 3.01945 -0.10057 0.04509 1.09 1.94 1.47 0.444
H 1.25750 1.08312 0.56153 0.86 0.52 -0.18 0.380
H 0.80224 1.44097 -1.23691 0.01 -1.24 1.75 0.253
H -1.72880 -1.05015 1.16746 -1.49 -1.86 -0.98 -0.011
```
Forces are in eV/Å.


Number 4 is which compound? C5H14NO2